11
Properties=species:S:1:pos:R:3 method="wB97M-V/def2-TZVPD" homo_lumo_gap_ev=8.34 total_energy_ha=-524.353210 multiplicity=1 e_above_lowest_ev=3.228
C 0.742 1.340 -1.361
C 0.262 0.538 -0.567
C -0.118 -0.573 0.296
N -2.109 1.824 0.068
N -2.601 1.024 0.746
I -4.207 -0.345 -0.019
H 1.044 1.778 -2.244
H -0.160 -1.542 -0.027
H 0.553 -0.571 1.120
H -1.176 -0.360 0.737
H -2.239 2.059 -0.952